1.
A 2-piece molecular cluster, C6H12N2 overall in a non-equilibrium geometry. Source: the Open Molecules 2025 dataset; level of theory: ωB97M-V with the def2-TZVPD basis set.

Bonds (Å) are listed after each position.
CARTESIAN COORDINATES (ANGSTROEM)
1 C -0.077 2.364 -1.895  C2 1.567, H3 1.166, H4 1.085, H5 1.149
2 C -1.108 1.432 -1.171  C1 1.567, H6 1.118, H7 1.125, H8 1.076
3 H 0.758 1.553 -1.955  C1 1.166
4 H -0.367 2.375 -2.940  C1 1.085
5 H 0.173 3.407 -1.482  C1 1.149
6 H -1.213 1.836 -0.133  C2 1.118
7 H -0.816 0.364 -1.370  C2 1.125
8 H -2.118 1.343 -1.532  C2 1.076
9 C 1.008 -1.497 -1.197  C11 1.449, H18 1.157, H19 1.099, H20 1.177
10 C -0.979 -0.586 1.532  N13 1.320, N14 1.380, H15 1.016
11 C 0.597 -0.958 0.084  C9 1.449, C12 1.403, N13 1.423
12 C 1.207 -0.267 1.142  C11 1.403, N14 1.389, H17 1.104
13 N -0.790 -1.136 0.346  C10 1.320, C11 1.423
14 N 0.193 -0.104 2.078  C10 1.380, C12 1.389, H16 1.133
15 H -1.798 -0.656 2.128  C10 1.016
16 H 0.264 0.515 3.024  N14 1.133
17 H 2.209 0.197 1.161  C12 1.104
18 H 0.967 -0.692 -2.027  C9 1.157
19 H 0.306 -2.256 -1.572  C9 1.099
20 H 1.923 -2.237 -1.243  C9 1.177

The value obtained for the HOMO energy is -0.3141 Ha. Its multiplicity is 1. The calculation puts the energy relative to the best compared isomer or geometry (same formula, charge and spin) at 48.6 kcal per mole. Its SMILES is Cc1c[nH]cn1.CC.

Here are the natural (NBO) charges for atoms 1 to 2, given in e:
1 C -0.637
2 C -0.622



2.
A 2-piece molecular cluster, C6H12N2 overall in a non-equilibrium geometry. Source: the Open Molecules 2025 dataset; level of theory: ωB97M-V with the def2-TZVPD basis set.

Bonds (Å) are listed after each position.
CARTESIAN COORDINATES (ANGSTROEM)
1 C 2.555 2.301 0.515  C3 1.500, H10 1.098, H11 1.095, H12 1.077
2 C 1.048 -0.457 -1.192  N5 1.313, N6 1.345, H7 1.075
3 C 1.671 1.382 -0.276  C1 1.500, C4 1.372, N5 1.362
4 C 0.448 1.648 -0.839  C3 1.372, N6 1.370, H9 1.076
5 N 2.020 0.084 -0.494  C2 1.313, C3 1.362
6 N 0.071 0.448 -1.383  C2 1.345, C4 1.370, H8 1.009
7 H 1.044 -1.475 -1.538  C2 1.075
8 H -0.659 0.380 -2.077  N6 1.009
9 H -0.197 2.506 -0.759  C4 1.076
10 H 2.157 2.345 1.538  C1 1.098
11 H 2.453 3.315 0.113  C1 1.095
12 H 3.584 1.986 0.530  C1 1.077
13 C -1.985 -1.132 1.147  C14 1.536, H15 1.084, H16 1.082, H17 1.086
14 C -2.136 -2.433 0.345  C13 1.536, H18 1.082, H19 1.093, H20 1.080
15 H -1.697 -0.323 0.485  C13 1.084
16 H -2.871 -0.945 1.739  C13 1.082
17 H -1.095 -1.234 1.759  C13 1.086
18 H -1.588 -2.446 -0.587  C14 1.082
19 H -1.649 -3.284 0.829  C14 1.093
20 H -3.171 -2.668 0.146  C14 1.080

The value obtained for the HOMO energy is -0.3163 Ha. Its multiplicity is 1. The calculation puts the energy relative to the best compared isomer or geometry (same formula, charge and spin) at 6.6 kcal per mole. Its SMILES is Cc1c[nH]cn1.CC.

Here are the natural (NBO) charges for atoms 1 to 2, given in e:
1 C -0.634
2 C 0.158



Computed orbital gap (eV) in order:
9.35 9.49